No. 1
A molecular structure, C14H35BaN2O4Se2Si2Te in a non-equilibrium geometry, computed with ωB97M-V/def2-TZVPD.

The geometry in XYZ format:
```
61
Properties=species:S:1:pos:R:3:forces:R:3:mulliken_charge:R:1
Ba -0.8585 -1.3687 -0.0871 1.425 -5.529 -0.541 1.4357
O -0.9122 -4.1402 -0.5655 -0.179 -0.026 0.265 -0.3507
C -0.6270 -4.7436 -1.8239 0.018 -0.068 -0.148 -1.1397
C -1.4201 -4.1412 -3.0000 -0.059 0.197 -0.199 2.1681
C -1.7219 -5.3023 -3.9661 0.046 0.033 0.173 -1.2941
O -2.1815 -4.8899 -5.2488 0.020 -0.011 -0.084 -0.5643
C -2.7501 -3.5180 -2.5416 -0.156 -0.428 0.276 -1.4219
Se -3.8715 -4.6411 -1.3472 -0.017 -0.028 0.117 -0.6233
C -0.5750 -3.0977 -3.7589 0.103 0.107 0.200 -1.2949
Se 0.5247 -1.8489 -2.6774 0.392 0.142 -0.654 -0.7403
H -1.8478 -4.4296 -0.3829 0.027 0.088 -0.028 0.1183
H -0.8392 -5.8158 -1.7596 -0.021 0.003 0.073 0.2963
H 0.4383 -4.5990 -2.0017 0.012 -0.067 -0.016 0.3573
H -2.4517 -5.9627 -3.4862 0.019 -0.019 0.008 0.4154
H -0.8052 -5.8692 -4.1529 0.004 0.037 -0.018 0.4724
H -2.9865 -4.3790 -5.1242 -0.048 -0.024 0.064 0.3444
H -3.3694 -3.2736 -3.4062 0.119 0.185 -0.050 0.5080
H -2.5878 -2.5953 -1.9917 0.134 0.273 -0.218 0.1634
H -1.2096 -2.4741 -4.3845 -0.028 -0.070 -0.054 0.3427
H 0.1359 -3.6056 -4.4111 -0.039 -0.032 -0.021 0.5393
N -3.9865 -1.3289 0.7651 0.157 -0.050 -0.010 -0.3734
N -3.5240 -0.2765 1.5689 -0.073 -0.262 -0.211 -0.0808
C -2.6323 0.6366 1.0150 -0.622 1.316 0.973 0.4702
O -2.3581 1.6246 1.7251 -0.267 -0.137 -0.255 -0.6742
O -2.1135 0.3539 -0.1058 -2.552 2.968 -0.402 -0.7384
H -4.8460 -1.1069 0.2777 0.036 0.002 -0.132 0.2005
H -4.1321 -2.1633 1.3151 0.059 -0.099 -0.041 0.2141
H -4.1449 0.1507 2.2385 -0.033 -0.046 0.126 0.2196
C -1.1906 3.1456 4.5022 0.192 -0.061 -0.137 -0.9281
Si 0.4797 3.4136 3.6805 0.032 0.380 0.215 0.3201
C 1.7040 4.1195 4.9474 -0.155 -0.185 -0.126 -1.1239
C 0.3151 4.6930 2.3001 -0.006 -0.296 0.112 -0.9994
C 1.1767 1.7659 3.0667 -0.261 0.269 -0.113 -0.9090
Te 0.3306 1.1403 1.1777 1.911 1.361 1.100 -0.0565
C 2.2551 0.3506 0.4721 -0.125 0.190 -0.248 -0.9467
Si 2.9842 1.5129 -0.8182 0.075 0.084 -0.315 0.2055
C 1.6913 1.9368 -2.1206 0.104 -0.093 0.205 -0.7895
C 4.4274 0.6515 -1.6811 -0.107 0.089 0.171 -1.0120
C 3.5756 3.0735 0.0726 -0.028 -0.212 -0.055 -0.6171
H -1.6238 4.0918 4.8346 0.039 0.016 -0.011 0.2958
H -1.1116 2.4874 5.3712 0.036 0.003 -0.006 0.2957
H -1.8748 2.6844 3.7880 -0.052 -0.009 -0.024 0.2668
H 1.3499 5.0747 5.3423 -0.021 -0.002 -0.012 0.2957
H 2.6819 4.2884 4.4903 -0.003 -0.004 -0.005 0.3050
H 1.8399 3.4387 5.7914 0.009 0.008 0.000 0.3056
H -0.2471 5.5630 2.6473 0.005 -0.025 0.073 0.3828
H -0.2166 4.2696 1.4464 -0.009 0.037 -0.024 0.3492
H 1.2909 5.0449 1.9588 0.023 -0.044 -0.024 0.2925
H 1.0288 0.9852 3.8126 -0.017 -0.050 -0.038 0.5115
H 2.2462 1.8512 2.8719 0.014 0.079 -0.008 0.3568
H 2.1309 -0.6447 0.0282 -0.079 -0.001 0.014 0.6067
H 2.9028 0.2398 1.3427 -0.041 -0.035 0.034 0.3570
H 1.3006 1.0178 -2.5705 0.000 0.006 -0.002 0.1807
H 2.1108 2.5426 -2.9276 0.083 -0.002 0.041 0.3317
H 0.8491 2.4849 -1.6939 0.010 0.010 0.007 0.3131
H 4.0596 -0.2395 -2.1960 -0.020 0.003 0.004 0.2831
H 5.1970 0.3380 -0.9710 -0.007 0.003 0.003 0.3039
H 4.9008 1.2963 -2.4255 -0.031 0.025 0.011 0.3001
H 2.7381 3.5755 0.5619 -0.032 0.009 -0.002 -0.0950
H 4.0328 3.7810 -0.6225 -0.020 -0.008 -0.019 0.3561
H 4.3179 2.8308 0.8381 0.002 -0.001 -0.009 0.2922
```
Positions in Å, forces in eV/Å.

E_tot: -6640.42307 Eh
energy relative to the best compared isomer or geometry (same formula, charge and spin): 60.38 kcal per mole
E_LUMO: 1.885 eV
net charge: -1

***

No. 2
A single C12H18BNO3S molecule in a non-equilibrium geometry, computed with ωB97M-V/def2-TZVPD.

The geometry in XYZ format:
```
36
Properties=species:S:1:pos:R:3:forces:R:3:mulliken_charge:R:1
C 3.7247 3.4909 -1.1969 1.783 1.023 -0.310 -1.4643
C 2.8960 2.4644 -0.5972 -2.438 -0.450 1.073 0.9011
C 2.4225 1.3427 -1.2702 0.745 0.281 -0.271 -0.7194
C 1.4545 0.5244 -0.7542 0.729 -0.779 0.524 -0.3844
C 0.9396 0.7373 0.5328 -0.290 -0.545 -1.208 0.3649
C 0.1022 -0.3307 1.1372 0.031 1.726 1.410 -0.5905
N -1.0832 -0.6171 0.3520 1.455 -1.919 1.815 0.3662
C -1.9956 -1.4800 0.9044 -1.058 -0.229 0.637 0.1705
O -2.0162 -1.9112 2.0817 0.763 0.778 -2.142 -0.7780
C -3.0364 -1.9715 -0.0817 0.723 1.226 -1.435 0.3782
C -2.2849 -2.8157 -1.2366 -0.866 -0.120 1.298 -1.2405
C -3.8093 -0.7091 -0.6822 -1.294 -2.781 2.614 -0.9369
S -2.9768 0.3472 -1.7019 3.421 1.187 -1.361 -0.2451
B 1.1474 -1.3997 1.5966 0.401 -1.419 1.651 0.9552
O 2.5785 -1.2205 1.4584 -2.167 -2.026 1.312 -0.5553
O 0.6108 -2.3750 2.4294 2.596 -0.317 -0.521 -0.8402
C 1.3749 1.8051 1.2289 0.406 2.504 0.863 -0.5131
C 2.2695 2.7261 0.6139 -0.809 -2.752 -0.465 -0.8838
H 4.1924 4.1006 -0.4246 -0.163 0.209 0.050 0.3805
H 4.5705 3.1540 -1.7888 0.034 -0.546 -0.152 0.3985
H 3.1768 4.1391 -1.8574 -0.461 0.380 -0.232 0.2820
H 2.9099 1.1566 -2.2047 -0.039 -0.533 -0.587 0.3597
H 1.3563 -0.4749 -1.1627 -0.566 0.185 -0.479 0.3514
H -0.3071 0.0412 2.1287 0.765 -0.198 -0.620 0.1893
H -1.3050 0.1988 -0.1535 -0.970 0.488 -1.089 0.1965
H -3.7532 -2.5002 0.5727 0.255 -0.186 -0.875 0.4355
H -1.2453 -3.0706 -0.9448 -0.580 0.456 -0.323 0.2792
H -2.3530 -2.4024 -2.2634 0.180 0.144 0.882 0.3004
H -2.8225 -3.7497 -1.2365 -0.091 -0.562 -0.315 0.3933
H -4.1225 -0.1855 0.2082 -0.517 0.263 0.276 0.4243
H -4.6890 -1.0802 -1.1885 -0.250 -0.194 -0.046 0.4288
H -3.9539 0.8061 -2.3781 -1.632 0.680 -0.952 0.1263
H 3.0028 -1.9407 2.0202 -0.696 1.305 -1.050 0.3021
H -0.3320 -2.4820 2.5761 -0.441 0.641 -0.361 0.3860
H 0.9963 2.0269 2.2606 0.308 -0.226 -1.092 0.2963
H 2.3600 3.6555 1.0221 0.733 2.307 1.482 0.4852
```
Positions in Å, forces in eV/Å.

SMILES: Cc1ccc([C@@H](NC(=O)[C@H](C)CS)B(O)O)cc1
E_tot: -1171.63478 Eh
energy relative to the best compared isomer or geometry (same formula, charge and spin): 36.59 kcal per mole
E_LUMO: 0.492 eV

***

No. 3
2 unconnected molecules or ions with the total composition C2H5F2NS in a non-equilibrium geometry, computed with ωB97M-V/def2-TZVPD.

The geometry in XYZ format:
```
11
Properties=species:S:1:pos:R:3:forces:R:3:mulliken_charge:R:1
C 0.9117 0.7894 -0.7375 0.313 0.903 0.786 -0.7456
C 1.8284 0.1306 -0.0080 -1.983 -0.413 -1.915 0.5895
N -1.4052 -1.0552 -0.5070 -0.557 1.703 0.365 -0.5158
F 1.9896 -1.1927 -0.1140 0.197 0.403 0.019 -0.2183
F 2.6691 0.5939 0.8716 0.184 0.464 0.438 -0.2151
S -2.2048 -0.4507 0.7295 1.820 0.921 0.317 0.0082
H 0.2256 0.3687 -1.4842 0.793 -0.411 0.740 0.3335
H 0.6963 1.8569 -0.5323 0.731 -0.718 -0.044 0.2446
H -1.3057 0.1087 1.7692 -0.565 -1.161 -0.485 0.1301
H -1.3033 -2.0362 -0.4487 -0.252 -1.297 0.404 0.1881
H -2.1015 0.8865 0.4613 -0.682 -0.394 -0.625 0.2008
```
Positions in Å, forces in eV/Å.

E_tot: -731.73748 Eh
energy relative to the best compared isomer or geometry (same formula, charge and spin): 83.20 kcal per mole
E_LUMO: 0.414 eV

***

No. 4
8 unconnected molecules or ions with the total composition C25H32F7O24P2 in a non-equilibrium geometry, computed with ωB97M-V/def2-TZVPD.

The geometry in XYZ format:
```
90
Properties=species:S:1:pos:R:3:forces:R:3:mulliken_charge:R:1
C 3.2437 -0.9894 2.4407 0.070 -0.352 -0.791 -0.6921
C 2.5950 -0.6600 1.0735 0.739 0.401 1.186 -0.7556
P 1.5374 0.8776 1.0093 -1.101 0.215 -1.082 0.2775
C 2.8293 2.1929 1.2090 -0.570 -0.699 0.619 -1.1670
C 0.4930 1.0479 2.4700 1.179 -0.865 -1.280 -0.8844
P -0.7188 -0.1603 2.5340 0.441 1.757 1.692 0.7788
O -1.3552 -0.2122 3.8560 -0.700 -0.750 0.751 -0.8517
O -0.2454 -1.7123 2.2295 -0.531 -0.168 -1.183 -0.5514
O -1.8154 0.2129 1.3834 0.232 -1.176 -0.755 -0.3623
H 3.2714 -2.0676 2.5593 -0.123 -0.237 0.307 -0.1806
H 2.7145 -0.5468 3.2740 -0.109 0.055 0.232 0.2418
H 4.2841 -0.6849 2.4400 0.195 0.366 0.217 0.3627
H 3.4061 -0.4900 0.3711 0.007 0.008 -0.426 0.5107
H 2.0645 -1.5396 0.7305 -0.373 0.007 -0.225 0.3688
H 3.6432 2.0386 0.5152 0.227 0.026 -0.225 0.2881
H 2.3274 3.1337 1.0340 -0.002 0.300 -0.078 0.2274
H 3.1797 2.1690 2.2377 0.319 0.152 0.164 0.4598
H 1.1023 0.9003 3.3612 -0.177 0.208 0.493 0.4846
H -0.0282 -1.8237 1.2894 0.278 0.029 0.286 0.2315
H -2.2017 -0.5892 1.0002 -0.032 0.263 0.160 0.2128
C -1.0598 -4.2214 3.9821 -0.340 0.246 -0.088 0.0622
C 0.2767 -4.7577 3.5464 0.007 0.320 0.518 0.2597
O 0.2323 -6.1152 3.9999 -0.298 0.082 -0.282 -0.3225
C -1.0828 -6.4786 3.9966 -0.102 -0.013 0.081 0.5399
O -1.4634 -7.6021 4.0716 0.055 -0.161 0.147 -0.5628
O -1.8851 -5.4026 3.8971 0.285 -0.044 0.006 -0.3401
F 1.2950 -4.1299 4.1780 0.039 -0.168 0.073 -0.2812
H -1.0476 -3.8590 5.0103 0.142 -0.040 0.012 0.2282
H -1.4266 -3.4320 3.3353 -0.113 -0.078 -0.034 -0.0162
H 0.4419 -4.7413 2.4760 0.129 0.053 -0.043 0.4331
C 2.3956 5.0327 -3.3366 0.193 0.086 -0.211 -0.4242
C 2.0499 5.1093 -1.8673 -0.293 -0.141 -0.033 0.3210
O 1.7905 3.7610 -1.5449 0.296 0.136 -0.048 -0.1858
C 2.5325 2.9860 -2.3891 -0.132 -0.131 -0.041 0.5902
O 2.7520 1.8385 -2.2412 0.102 -0.094 -0.119 -0.4214
O 2.9886 3.7369 -3.4361 -0.086 0.157 0.154 -0.3703
F 0.9318 5.8463 -1.6501 -0.007 -0.022 0.028 -0.2743
H 1.5013 5.0757 -3.9603 -0.105 0.024 0.128 0.2554
H 3.0924 5.8042 -3.6543 0.139 -0.136 -0.009 0.2731
H 2.8528 5.4845 -1.2299 -0.079 0.106 0.056 0.2464
C 1.0702 -6.8913 7.8230 -0.192 0.513 0.040 -0.2967
C 1.2258 -8.2124 7.1276 0.369 -0.223 -0.127 0.4672
O 1.0215 -9.1472 8.1727 -0.398 0.300 -0.011 -0.3434
C 0.1935 -8.5451 9.0803 0.045 0.085 0.058 0.6130
O -0.3840 -9.1115 9.9423 0.011 -0.070 0.121 -0.4989
O 0.1204 -7.2071 8.8487 0.162 -0.282 -0.142 -0.3344
F 2.4834 -8.3688 6.6354 -0.042 -0.082 -0.004 -0.3102
H 2.0004 -6.5527 8.2814 0.091 -0.164 -0.053 0.2945
H 0.6974 -6.1112 7.1643 -0.208 -0.008 0.111 0.1385
H 0.4989 -8.3912 6.3332 0.133 -0.030 -0.123 0.2586
C -3.2941 2.5201 0.3358 0.308 0.019 0.255 0.0176
C -3.0969 2.8132 -1.1274 -0.331 -0.102 0.019 0.3165
O -3.8701 3.9937 -1.3166 0.364 0.033 -0.021 -0.2634
C -3.8814 4.6534 -0.1157 -0.087 0.015 0.255 0.5947
O -4.2122 5.7852 0.0139 -0.115 0.085 -0.086 -0.5522
O -3.4642 3.8467 0.8740 -0.079 -0.054 -0.340 -0.3151
F -3.6046 1.8318 -1.9228 -0.021 0.096 -0.092 -0.3059
H -4.1984 1.9380 0.5191 -0.049 0.025 -0.153 0.1805
H -2.4463 2.0096 0.7797 -0.002 0.279 0.178 -0.0131
H -2.0626 3.0061 -1.4134 0.012 -0.105 -0.095 0.3658
C -5.3716 4.7884 -5.5842 -0.106 0.269 0.029 -0.4478
C -4.8485 3.5772 -4.8503 -0.193 -0.233 -0.065 0.5397
O -3.8086 3.1273 -5.7092 0.125 0.345 0.172 -0.3173
C -3.3363 4.2158 -6.3679 -0.059 -0.076 -0.030 0.6636
O -2.3137 4.2547 -6.9676 0.068 -0.030 -0.104 -0.5069
O -4.1912 5.2605 -6.2486 -0.057 -0.148 0.058 -0.2919
F -5.7892 2.6093 -4.7476 0.069 -0.025 -0.043 -0.3067
H -6.1236 4.5172 -6.3262 0.022 -0.153 0.022 0.2830
H -5.7778 5.5473 -4.9219 0.204 0.129 -0.026 0.2892
H -4.4394 3.7901 -3.8634 -0.048 -0.112 0.091 0.1037
C -2.0182 6.5339 -9.0640 0.188 -0.050 0.163 -0.2597
C -1.8381 6.8245 -10.5343 -0.359 -0.034 -0.015 0.3510
O -2.5901 8.0132 -10.7067 0.355 0.043 0.088 -0.3232
C -2.5773 8.6745 -9.5110 -0.105 0.000 0.149 0.6543
O -2.8847 9.8080 -9.3682 -0.082 0.076 -0.029 -0.5086
O -2.1558 7.8550 -8.5201 0.023 -0.081 -0.247 -0.3152
F -2.3648 5.8498 -11.3167 -0.004 0.043 -0.040 -0.2832
H -2.9239 5.9631 -8.8688 -0.032 -0.023 -0.130 0.1276
H -1.1748 6.0152 -8.6211 0.011 0.143 0.152 0.2734
H -0.8060 7.0043 -10.8393 -0.001 -0.086 -0.103 0.2671
C 5.1366 -6.1506 3.4125 0.212 0.164 0.140 -0.3635
C 4.8365 -7.1280 2.3003 -0.271 -0.143 0.190 0.2544
O 3.5213 -6.7656 1.9261 0.294 0.177 -0.165 -0.3199
C 3.3734 -5.4374 2.2085 -0.120 0.113 0.141 0.6773
O 2.4989 -4.7557 1.7990 0.121 -0.078 -0.289 -0.4758
O 4.3683 -5.0102 3.0201 0.076 -0.210 -0.065 -0.2784
F 4.8409 -8.4120 2.7344 -0.020 -0.003 -0.039 -0.2895
H 4.7812 -6.5178 4.3763 -0.068 -0.139 -0.067 0.2411
H 6.1910 -5.8994 3.4898 -0.043 0.191 -0.082 0.2646
H 5.4940 -7.0442 1.4333 0.035 -0.122 -0.003 0.2742
```
Positions in Å, forces in eV/Å.

E_tot: -4159.59008 Eh
E_LUMO: 1.695 eV
net charge: -1

***

The evaluated HOMO for the records listed, in turn: -0.1402 -0.3163 -0.3205 -0.1489 Ha.